Record 1
The following is a DFT calculation (wB97M-V/def2-TZVPD) of a molecular structure, C4H6CeO7 in a non-equilibrium geometry.

Geometry (Å):
O  0.792059  -4.044479  0.802609
C  0.931030  -2.790908  0.856385
O  1.610861  -2.253163  1.773877
O  0.276732  -2.065641  -0.035567
O  -0.058409  1.279883  -1.314044
C  -0.377437  -0.071371  -1.153727
C  0.368682  -0.638786  0.044924
Ce  2.426353  -4.773405  2.817694
H  -0.066435  -0.621101  -2.056783
H  -1.462142  -0.209089  -1.017562
H  -0.069479  -0.290688  0.988207
H  1.423181  -0.334010  0.012842
C  -1.146876  2.579110  -0.342993
O  -2.311217  2.203350  -0.034484
O  -0.297722  2.951310  0.712593
H  -0.873759  3.226481  1.432799
O  -0.927267  3.384484  -1.419233
H  -0.238153  2.468023  -2.067538

Atomic forces in eV per Å
0.9 -2.2 0.8
-0.8 1.3 0.0
1.2 -0.8 1.0
0.5 -1.6 0.6
0.4 -0.7 0.6
0.1 0.8 -0.8
0.3 1.2 0.1
-1.9 2.4 -2.4
-0.1 -0.2 0.2
0.1 0.0 0.0
0.1 -0.1 -0.2
-0.3 -0.1 0.0
-2.8 2.3 -0.1
2.3 -0.4 -0.5
0.7 -0.5 0.0
-0.2 -0.4 -0.1
2.0 -2.7 -1.8
-2.3 1.6 2.6

* largest force on an atom: 3.933 eV Å⁻¹
* E_HOMO (alpha / beta): -6.326 / -6.326 eV
* 2S+1: 3
* frontier orbital gap (alpha / beta): 2.65 / 2.53 eV
* DFT total energy: -1157.5986 Eh

---

Record 2
The following is a DFT calculation (wB97M-V/def2-TZVPD) of a molecular structure, C47H52N7O2Sn.

Geometry (Å):
Sn  0.927271  0.421252  -0.236744
N  3.061006  -3.650820  1.861264
C  2.883728  -2.418988  1.377507
N  2.267638  -2.134482  0.276862
C  1.611159  -3.160082  -0.405558
N  0.822222  -2.946605  -1.390886
N  0.661320  -1.620333  -1.794231
C  0.535057  -1.556150  -3.061702
C  0.679679  -0.289877  -3.855148
C  0.433092  -0.440145  -5.347485
C  -0.315292  0.751559  -5.870907
C  -0.768381  1.581508  -4.705721
C  0.055252  2.673292  -4.073421
N  0.376436  2.094223  -2.979832
C  1.923468  -4.545780  -0.036695
C  1.577837  -5.636133  -0.834543
C  1.989329  -6.906926  -0.490670
C  2.748870  -7.110697  0.660814
C  3.088729  -6.046601  1.470666
C  2.678399  -4.767366  1.112086
H  3.511451  -3.788305  2.751588
H  3.297760  -1.606658  1.967761
H  0.502584  -2.493351  -3.618173
H  1.235573  -0.893389  -5.914630
H  -0.060065  1.234197  -6.805007
H  -1.827929  1.842002  -4.759497
H  0.279503  3.699871  -4.352832
H  0.997535  -5.454998  -1.728069
H  1.734366  -7.747152  -1.121650
H  3.083016  -8.106401  0.918834
H  3.683683  -6.195507  2.363550
C  -2.916954  1.418040  4.496049
C  -2.506012  2.427048  3.422585
C  -3.382339  3.682465  3.515172
C  -1.042384  2.832115  3.507443
C  -0.514369  3.129113  4.759468
C  0.801705  3.519016  4.924184
C  1.627137  3.637343  3.817546
C  1.157960  3.338482  2.549462
C  2.049511  3.566979  1.344105
C  2.244516  5.070668  1.117284
C  3.407945  2.872441  1.490193
C  -0.176441  2.915203  2.394805
N  -0.532734  2.442927  1.118627
C  -1.655236  2.661297  0.579326
C  -1.987693  2.042346  -0.712258
N  -1.247781  1.158259  -1.235383
C  -1.481861  0.548688  -2.478576
C  -2.597365  -0.125153  -2.814413
C  -2.777391  -0.917087  -4.039074
C  -2.155502  -1.111282  -5.212233
C  -0.951148  -0.617802  -5.919308
C  -0.323425  0.831019  -3.410729
C  2.204565  0.128713  -3.690597
C  2.746595  1.071723  -4.772938
C  3.147496  -1.085573  -3.675704
C  -3.799637  -0.189126  -1.876335
C  -4.319014  -1.608487  -1.616968
C  -4.922826  0.693945  -2.434068
H  -3.932385  1.069758  4.300132
H  -2.908216  1.856138  5.494480
H  -2.252354  0.559421  4.490555
H  -2.684802  1.944264  2.461394
H  -3.243349  4.164260  4.484073
H  -4.438675  3.428627  3.409933
H  -3.126674  4.412932  2.744381
H  -1.146921  3.046661  5.633316
H  1.184061  3.737861  5.912697
H  2.650955  3.965082  3.948910
H  1.548832  3.157820  0.464407
H  2.825476  5.504477  1.932743
H  1.285284  5.588179  1.072651
H  2.777765  5.252363  0.182844
H  4.046091  3.399971  2.200604
H  3.927255  2.855790  0.530747
H  3.289204  1.844748  1.841017
H  -2.388610  3.356315  0.988539
H  -2.867266  2.422621  -1.231515
H  -3.671750  -1.522076  -3.968284
H  -2.674227  -1.833079  -5.835285
H  -0.906610  -1.038607  -6.915584
H  2.279577  0.635782  -2.725538
H  2.929737  0.536704  -5.705019
H  3.705416  1.465444  -4.433055
H  2.106850  1.922131  -4.985075
H  3.010122  -1.699306  -4.569524
H  3.024085  -1.721970  -2.800859
H  4.176918  -0.727084  -3.669320
H  -3.504243  0.204461  -0.906475
H  -4.872457  -2.011996  -2.464490
H  -5.004634  -1.586456  -0.769299
H  -3.502209  -2.289689  -1.374117
H  -5.282570  0.306135  -3.388770
H  -4.587832  1.720044  -2.599796
H  -5.765667  0.717160  -1.741340
O  -0.454031  -2.343345  1.322430
C  -0.136897  -1.424325  2.052055
O  0.146831  -0.210880  1.647876
C  -0.024741  -1.612158  3.533842
C  0.932627  -0.917059  4.266390
C  1.008096  -1.082564  5.640660
C  0.116065  -1.928463  6.287072
C  -0.835548  -2.627759  5.555614
C  -0.900811  -2.476842  4.179230
H  1.609909  -0.242687  3.755459
H  1.756083  -0.547056  6.211328
H  0.163191  -2.040807  7.362476
H  -1.522935  -3.294538  6.059461
H  -1.635674  -3.010881  3.590867

Atomic forces in eV per Å
-0.3 -0.5 0.7
0.0 -0.3 0.1
-0.1 0.2 -0.2
-0.3 0.4 0.1
0.2 0.3 0.0
-0.2 -0.2 0.0
0.0 0.1 0.1
0.1 0.0 -0.3
0.0 0.2 0.3
0.1 -0.1 0.0
0.1 0.1 0.0
-0.1 0.0 -0.1
-0.2 -0.1 0.0
0.1 0.1 -0.1
0.1 0.0 0.0
0.0 0.0 0.0
0.0 0.0 0.0
0.0 0.0 0.0
0.0 0.0 0.0
0.0 0.1 -0.1
0.0 0.1 0.0
0.0 -0.1 0.0
0.0 0.0 0.1
0.0 0.1 -0.1
0.0 -0.1 0.0
0.0 -0.1 0.1
0.1 0.0 0.0
0.0 0.0 0.0
0.0 0.0 0.0
0.0 0.0 0.0
0.0 0.0 0.0
0.0 0.1 -0.1
0.1 0.1 0.2
0.0 -0.1 -0.1
0.0 -0.2 -0.2
0.0 0.0 0.0
0.0 0.0 -0.1
0.0 0.0 0.1
-0.1 0.0 -0.2
0.2 0.0 0.2
-0.1 -0.1 -0.1
-0.1 0.0 -0.1
0.1 0.1 0.4
0.0 -0.3 -0.4
0.0 0.4 0.1
0.0 0.1 -0.2
0.2 -0.5 0.8
0.0 0.0 -0.6
0.2 0.0 0.4
0.0 0.0 -0.2
0.0 0.1 0.0
0.0 0.0 0.0
-0.1 0.2 -0.1
0.1 -0.1 -0.1
-0.1 0.1 0.1
-0.1 0.0 0.1
0.0 -0.1 -0.1
0.1 0.0 0.1
0.0 0.0 0.1
0.0 0.0 0.0
0.0 0.0 0.0
0.1 -0.2 0.0
0.0 -0.1 0.1
0.0 0.0 0.0
0.0 0.0 0.0
0.0 0.0 0.0
0.0 0.0 0.0
0.0 0.0 0.0
0.0 0.0 0.0
0.0 0.1 0.0
0.0 0.0 0.0
0.0 0.0 0.0
0.0 0.0 0.0
0.0 0.0 0.0
0.0 0.0 0.0
0.0 0.0 0.0
0.0 -0.1 0.0
0.0 -0.1 0.0
0.0 0.0 0.0
0.0 0.0 0.0
0.0 0.0 0.0
0.0 0.0 0.0
0.0 0.0 0.0
0.0 0.0 0.0
0.0 0.0 -0.1
0.1 0.0 0.0
0.0 0.0 0.0
0.0 0.0 -0.1
0.0 0.0 0.0
0.0 0.0 0.0
0.0 0.0 0.0
0.0 0.0 0.0
0.0 0.0 0.0
0.0 0.0 0.0
0.0 0.0 0.0
-0.2 0.0 -0.1
0.0 -0.2 -0.1
0.3 0.2 -0.6
0.0 0.2 0.1
0.0 0.1 0.0
0.0 0.0 0.0
0.0 0.0 0.0
0.0 0.0 0.0
0.0 0.0 0.0
-0.1 0.1 0.0
0.0 0.0 0.0
0.0 0.0 0.0
0.0 0.0 0.0
0.0 0.0 0.0

* largest force on an atom: 0.969 eV Å⁻¹
* charge: +1
* relative energy (zero: lowest compared OMol25 entry of this formula, charge and spin): 108.3 kcal per mole
* E_HOMO: -10.530 eV
* frontier orbital gap: 7.19 eV
* DFT total energy: -2570.0022 Eh